This record from OMol25 describes a structure of composition C7H9IN5O2. The level of theory is ωB97M-V/def2-TZVPD.

```
24
C7H9IN5O2 ωB97M-V/def2-TZVPD
C 0.68 -2.80 0.22
C -0.89 -0.77 -0.08
C 0.53 -0.53 0.12
C -1.44 -2.04 -0.09
C -1.72 0.44 -0.16
C 2.36 0.95 0.42
C 2.63 2.36 -0.28
N 1.31 -1.63 0.28
N -0.60 -3.07 -0.05
N 1.01 0.66 0.17
N -1.29 1.63 -0.06
N -2.78 -2.38 -0.32
O -1.26 2.82 -0.12
O 1.90 3.45 0.19
I -5.05 0.46 0.07
H 1.39 -3.74 0.33
H -2.92 0.43 -0.12
H 2.93 0.10 0.09
H 2.45 0.90 1.46
H 2.53 1.98 -1.34
H 3.70 2.78 -0.27
H -3.49 -2.09 0.32
H -3.00 -3.34 -0.53
H 1.03 3.43 -0.27
```

charge: -1
LUMO level: 1.690 eV
calculated total energy: -27049.19898 eV
HOMO-LUMO gap: 6.4268 eV

This record from OMol25 describes an isolated molecule of C7H9IO3. The level of theory is ωB97M-V/def2-TZVPD.

```
20
C7H9IO3 ωB97M-V/def2-TZVPD
C 0.71 -2.27 0.10
C 0.24 -0.99 0.80
O -0.59 -0.87 1.66
C 0.78 0.27 0.14
I 2.96 0.06 -0.31
C 0.67 1.58 0.99
C -0.69 1.98 1.15
O 1.62 2.16 1.48
C 0.03 0.54 -1.21
C -1.19 -0.34 -1.52
O 0.37 1.50 -1.83
H -0.23 -2.93 0.02
H 1.20 -2.18 -0.83
H 1.40 -2.90 0.66
H -1.02 2.22 0.24
H -1.26 1.10 1.37
H -0.81 2.79 1.87
H -1.71 0.09 -2.47
H -1.72 -0.47 -0.62
H -0.76 -1.34 -1.69
```

SMILES: CC(=O)C(I)(C(C)=O)C(C)=O
LUMO level: -0.430 eV
calculated total energy: -21646.46507 eV
HOMO-LUMO gap: 9.1650 eV

This record from OMol25 describes the ion C7H9N with charge -1. The level of theory is ωB97M-V/def2-TZVPD.

```
17
C7H9N ωB97M-V/def2-TZVPD
C 1.81 -0.20 1.55
C 1.01 0.81 0.73
C 0.85 0.63 -0.72
N 0.58 -0.71 -1.12
C -0.71 -0.96 -0.71
C -0.01 1.45 0.25
C -1.77 -0.08 -1.25
C -1.66 -0.36 0.15
H 2.87 0.10 1.35
H 1.56 -1.21 1.17
H 1.67 -0.21 2.66
H 1.39 1.22 -1.36
H -0.81 -2.10 -0.80
H -0.68 2.22 0.78
H -1.77 1.12 -1.53
H -2.40 -0.60 -2.02
H -1.94 -1.12 0.86
```

multiplicity: 2
charge: -1
LUMO level (alpha / beta): 4.320 / 4.279 eV
calculated total energy: -8886.15781 eV
HOMO-LUMO gap (alpha / beta): 5.6177 / 5.5116 eV

This record from OMol25 describes a structure of composition C7H9N. The level of theory is ωB97M-V/def2-TZVPD.

```
17
C7H9N ωB97M-V/def2-TZVPD
C 1.54 1.77 0.16
C 0.62 1.24 -0.58
C 0.04 -0.22 -0.17
C -0.84 -0.34 1.00
C -2.00 -0.22 0.04
C 1.09 -1.28 -0.08
C 1.92 -2.12 -0.20
H 1.86 2.76 0.00
H 2.01 1.29 1.04
H 0.32 1.54 -1.53
H -0.97 0.34 1.79
H -0.84 -1.43 1.36
H -2.37 0.80 0.04
H -2.86 -0.87 0.13
H -1.16 0.12 -1.84
H 2.77 -2.77 -0.11
N -1.13 -0.60 -1.07
```

LUMO level: 1.046 eV
calculated total energy: -8890.36851 eV
HOMO-LUMO gap: 10.5106 eV

Copy entry 4 word for word.
This record from OMol25 describes a structure of composition C7H9N. The level of theory is ωB97M-V/def2-TZVPD.

```
17
C7H9N ωB97M-V/def2-TZVPD
C 1.54 1.77 0.16
C 0.62 1.24 -0.58
C 0.04 -0.22 -0.17
C -0.84 -0.34 1.00
C -2.00 -0.22 0.04
C 1.09 -1.28 -0.08
C 1.92 -2.12 -0.20
H 1.86 2.76 0.00
H 2.01 1.29 1.04
H 0.32 1.54 -1.53
H -0.97 0.34 1.79
H -0.84 -1.43 1.36
H -2.37 0.80 0.04
H -2.86 -0.87 0.13
H -1.16 0.12 -1.84
H 2.77 -2.77 -0.11
N -1.13 -0.60 -1.07
```

LUMO level: 1.046 eV
calculated total energy: -8890.36851 eV
HOMO-LUMO gap: 10.5106 eV

Q: Which formula does entry 4 have?
A: C7H9N